A 14-piece molecular cluster, C60H154N6O20 overall in a non-equilibrium geometry. Source: OMol25; level of theory: ωB97M-V/def2-TZVPD.

Its spin multiplicity is 1. For the energy, the calculation gives -4211.484683 hartree. The value obtained for the energy relative to the best compared isomer or geometry (same formula, charge and spin) is 0.00 kJ/mol. The calculation puts the gap between HOMO and LUMO at 9.017 eV. The calculation puts the HOMO energy at -8.505 eV.

Last column: Mulliken charge in e.
Positions of all 240 atoms, in Å:
C (26.6951, 15.7946, 15.1027)  -1.204
C (25.3008, 16.1777, 14.9031)  1.816
C (24.5274, 16.1668, 16.2374)  -1.262
O (25.1823, 17.5329, 14.3300)  -0.657
H (26.7864, 14.8464, 15.6251)  -0.157
H (27.3219, 16.4572, 15.7121)  0.456
H (27.2210, 15.6275, 14.1592)  0.420
H (24.8645, 15.4765, 14.1808)  -0.566
H (23.4792, 16.4335, 16.0571)  0.179
H (24.9654, 16.8911, 16.9449)  0.557
H (24.5588, 15.1888, 16.7088)  0.063
H (25.8914, 17.5644, 13.6864)  0.392
C (25.4719, 8.6722, 16.3204)  -0.395
C (25.2726, 7.6331, 15.2924)  0.555
C (24.6340, 8.1259, 14.0135)  -0.790
O (26.5930, 7.1211, 14.8061)  -0.682
H (25.8483, 8.2076, 17.2362)  0.522
H (24.5444, 9.1635, 16.6334)  -0.063
H (26.1566, 9.5110, 16.1571)  -0.264
H (24.6786, 6.7864, 15.6282)  0.280
H (24.4090, 7.2971, 13.3289)  0.443
H (25.3096, 8.8517, 13.5306)  0.057
H (23.7222, 8.7022, 14.1870)  -0.063
H (27.0374, 6.8201, 15.6073)  0.322
C (26.9533, 11.5126, 10.7829)  -0.662
C (27.2739, 12.9539, 10.3811)  0.370
C (26.3139, 13.3612, 9.2887)  -0.850
O (27.3403, 13.8611, 11.5105)  -0.634
H (25.9167, 11.5192, 11.1363)  -0.325
H (27.6442, 11.1751, 11.5575)  0.265
H (26.9683, 10.8332, 9.9327)  0.517
H (28.3156, 13.0014, 10.0119)  0.362
H (26.2586, 12.6148, 8.4824)  0.421
H (26.4944, 14.3622, 8.8851)  0.314
H (25.2934, 13.4590, 9.6760)  -0.153
H (26.5274, 13.7369, 12.0462)  0.240
C (23.4162, 9.6154, 9.3612)  -1.375
C (23.4602, 8.6140, 10.5096)  0.836
C (22.3940, 9.0768, 11.4781)  -0.590
O (23.3068, 7.3030, 9.8739)  -0.606
H (24.1288, 9.3005, 8.5879)  0.408
H (23.6929, 10.6223, 9.6947)  0.092
H (22.4225, 9.6547, 8.8961)  0.392
H (24.4867, 8.6715, 10.9366)  0.051
H (22.6449, 10.0183, 11.9694)  -0.146
H (22.1254, 8.3244, 12.2114)  0.325
H (21.4746, 9.2835, 10.9036)  0.317
H (23.4530, 6.6229, 10.5467)  0.344
C (16.0422, 11.8678, 10.1838)  -1.494
C (17.5251, 12.0218, 9.6902)  2.573
C (18.2285, 10.6885, 9.7926)  -1.460
O (17.6714, 12.3578, 8.2979)  -0.707
H (15.4626, 11.1925, 9.5389)  0.514
H (15.5487, 12.8317, 10.2128)  0.139
H (16.0344, 11.4061, 11.1766)  0.153
H (18.0298, 12.7693, 10.3323)  -0.980
H (17.7094, 10.0031, 9.1167)  0.463
H (18.1901, 10.2684, 10.8071)  0.238
H (19.2636, 10.8237, 9.4403)  0.233
H (17.5588, 13.3231, 8.2745)  0.424
C (18.6559, 17.2791, 9.2497)  -1.169
C (17.7557, 16.0889, 9.3909)  2.664
C (16.3772, 16.5307, 9.7968)  -1.120
O (17.7886, 15.2667, 8.2322)  -0.554
H (18.2703, 17.9114, 8.4381)  0.539
H (19.6594, 16.9706, 8.9769)  0.129
H (18.6997, 17.8644, 10.1589)  -0.007
H (18.1767, 15.4190, 10.1641)  -1.362
H (15.6901, 15.7118, 9.9877)  0.054
H (15.9302, 17.0997, 8.9830)  0.443
H (16.4507, 17.1420, 10.7039)  0.028
H (17.5264, 15.7162, 7.4228)  0.285
C (25.3621, 11.6164, 20.0975)  -1.738
C (25.2218, 12.0127, 18.6354)  2.037
C (23.8497, 12.4108, 18.2695)  0.687
O (26.0936, 13.1338, 18.3009)  -0.406
H (25.0898, 12.4740, 20.7286)  0.300
H (26.4037, 11.4180, 20.3454)  0.453
H (24.7202, 10.7852, 20.4103)  0.400
H (25.4665, 11.1092, 18.0213)  -0.767
H (23.1571, 11.5703, 18.2990)  0.181
H (23.8604, 12.8099, 17.2402)  -0.525
H (23.4064, 13.1957, 18.8955)  -0.506
H (27.0190, 12.8166, 18.3935)  -0.147
C (19.9869, 8.8122, 16.0124)  -1.363
C (21.3230, 9.3712, 16.4184)  0.702
C (21.6093, 10.6158, 15.6294)  0.404
O (21.4123, 9.4735, 17.8632)  -0.630
H (19.8792, 8.7605, 14.9293)  0.300
H (19.2545, 9.5303, 16.3591)  -0.023
H (19.8513, 7.8693, 16.5325)  0.448
H (22.0466, 8.5669, 16.1985)  0.042
H (20.8070, 11.3519, 15.7481)  0.147
H (21.7061, 10.4178, 14.5530)  0.112
H (22.5635, 11.0662, 15.9237)  -0.429
H (20.8483, 10.2299, 18.0786)  0.395
C (21.4154, 13.2462, 9.2725)  -0.883
O (21.9928, 14.1871, 10.1205)  0.125
C (22.4724, 15.3703, 9.5354)  -1.031
C (22.7339, 16.2703, 10.6869)  0.089
N (21.5016, 16.8133, 11.2206)  0.091
C (21.6890, 17.7645, 12.2672)  -0.364
C (20.3963, 18.3706, 12.7117)  -0.822
O (19.6255, 17.2731, 13.2204)  0.016
C (18.2489, 17.6938, 13.3523)  -0.373
H (21.0105, 12.4389, 9.9024)  0.081
H (22.1310, 12.7543, 8.6005)  0.361
H (20.5876, 13.6113, 8.6475)  0.316
H (21.7579, 15.8500, 8.8543)  0.300
H (23.4031, 15.1259, 8.9830)  0.426
H (23.4015, 17.1118, 10.4518)  0.595
H (23.2534, 15.7808, 11.5234)  -0.492
H (20.9037, 16.0665, 11.5433)  -0.286
H (22.3197, 18.5729, 11.8910)  0.584
H (22.2504, 17.3355, 13.1313)  -0.095
H (19.9049, 18.8342, 11.8451)  0.425
H (20.5062, 19.1402, 13.4904)  0.386
H (17.6588, 16.9029, 13.8000)  -0.575
H (17.7706, 17.9095, 12.3771)  0.187
H (18.1527, 18.5978, 13.9668)  0.527
C (16.3595, 9.5328, 21.9580)  -0.829
O (16.4119, 10.0934, 20.6886)  -0.165
C (15.1036, 10.2063, 20.1530)  -0.965
C (15.1251, 10.8770, 18.8292)  0.401
N (15.4750, 10.0134, 17.6995)  -0.324
C (15.0553, 10.6010, 16.4210)  0.349
C (15.5883, 9.8946, 15.1917)  -0.809
O (16.9659, 9.8474, 15.1395)  -0.315
C (17.5890, 11.1001, 15.0385)  -0.317
H (15.7828, 10.1378, 22.6530)  0.330
H (17.3364, 9.4940, 22.4229)  0.249
H (15.9515, 8.5035, 21.9347)  0.305
H (14.4048, 10.7408, 20.8253)  0.400
H (14.7017, 9.1742, 20.0016)  0.330
H (15.7670, 11.7529, 18.7739)  0.090
H (14.1033, 11.2360, 18.6523)  -0.181
H (16.4715, 9.7753, 17.6857)  0.284
H (15.3681, 11.6676, 16.3639)  -0.304
H (13.9768, 10.5985, 16.2994)  0.275
H (15.1454, 10.4899, 14.3640)  0.167
H (15.1605, 8.8862, 15.0946)  0.415
H (17.5728, 11.6119, 15.9986)  0.355
H (17.1116, 11.6838, 14.2453)  0.111
H (18.6088, 10.9032, 14.7197)  -0.110
C (14.4227, 17.5823, 13.0820)  -0.859
O (14.1886, 16.2076, 12.9600)  0.059
C (13.2410, 15.9302, 11.9280)  -0.861
C (12.9316, 14.4507, 11.9819)  -0.487
N (12.2437, 14.2153, 13.2621)  -0.347
C (11.8204, 12.8343, 13.4154)  -0.441
C (11.1423, 12.5094, 14.6961)  -0.815
O (12.0994, 12.2684, 15.7106)  -0.049
C (11.4639, 11.8947, 16.9442)  -0.594
H (13.4836, 18.1377, 13.2649)  0.342
H (14.8983, 18.0016, 12.1680)  0.298
H (15.1146, 17.7942, 13.9011)  0.167
H (13.6676, 16.2013, 10.9334)  0.331
H (12.3430, 16.5299, 12.1148)  0.470
H (13.8314, 13.8323, 11.9184)  0.113
H (12.2102, 14.1868, 11.2018)  0.549
H (12.8767, 14.4882, 13.9973)  0.257
H (12.6701, 12.1403, 13.2755)  0.151
H (11.1585, 12.6678, 12.5603)  0.416
H (10.4764, 11.6295, 14.6093)  0.476
H (10.5189, 13.3728, 14.9910)  0.343
H (10.7782, 11.0587, 16.7683)  0.407
H (10.9099, 12.7211, 17.4057)  0.324
H (12.2084, 11.5349, 17.6554)  -0.046
C (29.5889, 9.0249, 16.0554)  -0.416
O (29.6344, 10.0975, 17.0015)  -0.444
C (28.8057, 11.1932, 16.6602)  0.271
C (29.2510, 12.3957, 17.4602)  -0.877
N (28.8061, 12.2795, 18.8761)  -0.278
C (29.1773, 13.5205, 19.5763)  -0.595
C (28.8349, 13.3895, 21.0611)  -0.520
O (29.5190, 12.3125, 21.7132)  -0.370
C (30.8381, 12.6665, 21.9895)  -0.718
H (30.1392, 8.1749, 16.4511)  0.314
H (30.0464, 9.3208, 15.0959)  0.306
H (28.5470, 8.7015, 15.8811)  -0.004
H (27.7519, 10.8960, 16.8252)  -0.372
H (28.8585, 11.3892, 15.5877)  0.546
H (28.8042, 13.2459, 16.9566)  0.317
H (30.3528, 12.4904, 17.3754)  0.421
H (29.3288, 11.5113, 19.3001)  0.364
H (28.6209, 14.3939, 19.1917)  0.222
H (30.2599, 13.7285, 19.5247)  0.464
H (27.7738, 13.1406, 21.1468)  0.162
H (28.9367, 14.3741, 21.5120)  0.428
H (31.4510, 12.7928, 21.1007)  0.273
H (31.3093, 11.8615, 22.5573)  0.281
H (30.9087, 13.5480, 22.6139)  0.321
C (25.6476, 12.2218, 14.3229)  0.025
O (25.2543, 13.1716, 13.3158)  0.379
C (23.9421, 12.8633, 12.8360)  0.620
C (22.8588, 13.5070, 13.6510)  0.302
N (21.6267, 13.2082, 12.9283)  1.205
C (20.4770, 13.9001, 13.5621)  -0.271
C (19.2023, 13.6463, 12.7714)  -0.004
O (18.1545, 14.1935, 13.5312)  1.900
C (16.8975, 13.9950, 12.8981)  0.409
H (25.0994, 12.4066, 15.2657)  -0.028
H (26.6763, 12.4228, 14.5867)  -0.009
H (25.4739, 11.1884, 13.9793)  -0.212
H (23.8498, 11.7641, 12.8029)  -0.032
H (23.9359, 13.1719, 11.7763)  -0.367
H (23.0800, 14.5970, 13.6757)  -0.424
H (22.9789, 13.1078, 14.6708)  -0.356
H (21.7780, 13.5388, 11.9742)  -0.461
H (20.6605, 14.9892, 13.6845)  -0.120
H (20.3800, 13.5067, 14.5769)  0.070
H (19.1189, 12.5739, 12.6218)  0.313
H (19.3409, 14.1406, 11.7974)  -1.177
H (16.6778, 12.9681, 12.5784)  -0.688
H (16.7671, 14.6027, 11.9907)  -0.825
H (16.1579, 14.2958, 13.6201)  0.153
C (21.9226, 14.8202, 20.9193)  -0.707
O (21.0174, 14.5541, 19.8553)  -0.331
C (21.3186, 15.4643, 18.7833)  -0.557
C (20.5314, 15.1284, 17.6257)  0.316
N (19.1151, 15.4279, 17.8239)  -0.420
C (18.5166, 15.1571, 16.5434)  0.465
C (17.0050, 15.3581, 16.5395)  -0.080
O (16.3738, 14.4087, 17.3590)  -0.141
C (14.9899, 14.5339, 17.2125)  -0.660
H (22.9690, 14.6309, 20.6434)  0.177
H (21.7128, 14.2177, 21.8077)  0.245
H (21.8235, 15.8339, 21.2855)  0.320
H (22.3756, 15.3875, 18.4790)  0.222
H (21.0960, 16.5020, 19.0919)  0.499
H (20.6860, 14.0870, 17.2731)  -0.160
H (20.9161, 15.7713, 16.8302)  0.136
H (18.7413, 14.7307, 18.4585)  0.334
H (18.6102, 14.1395, 16.1633)  -0.415
H (18.8420, 15.8490, 15.7686)  0.088
H (16.5459, 15.2779, 15.5424)  -0.523
H (16.8319, 16.3936, 16.9099)  0.532
H (14.4771, 13.6782, 17.6652)  0.029
H (14.7004, 14.4544, 16.1489)  0.244
H (14.6180, 15.5024, 17.5660)  0.379